The following is a quantum chemistry calculation of 10 unconnected molecules or ions with the total composition C56H64N8O14 at a distorted geometry, from OMol25.

## Properties
DFT total energy in Ha: -3663.08953
Highest occupied orbital energy in eV: -9.067
Lowest unoccupied orbital energy in eV: -0.8239
SMILES: O=[N+]([O-])c1ccccc1.O=[N+]([O-])c1ccccc1.O=[N+]([O-])c1ccccc1.O=[N+]([O-])c1ccccc1.O=[N+]([O-])c1ccccc1.O=[N+]([O-])c1ccccc1.COC[C@H](C)N.COC[C@H](C)N.c1ccccc1.c1ccccc1

Positions of all 142 atoms, in Å:
C 0.02177 0.25956 1.38416
C 0.85779 0.69741 0.17339
C 0.17899 0.49151 -1.17465
O -0.40151 -0.79216 -1.32742
C -0.97732 -0.98712 -2.59769
N 1.22672 2.11431 0.26364
H 0.30010 0.92410 2.20288
H 0.17929 -0.80259 1.55809
H -1.05010 0.42292 1.23595
H 1.73226 0.03758 0.17567
H 0.86139 0.79925 -1.98239
H -0.64420 1.20344 -1.36089
H -0.16557 -0.99398 -3.33118
H -1.78174 -0.31742 -2.92802
H -1.50050 -1.93962 -2.69451
H 0.39758 2.59941 -0.08507
H 1.92402 2.31591 -0.44811
C 2.67102 -2.71162 -3.56848
C 2.51835 -2.97567 -5.06027
C 2.31933 -1.73114 -5.91175
O 1.26881 -0.88226 -5.52693
C 1.14641 0.15277 -6.47136
N 3.61327 -3.71873 -5.64936
H 3.02396 -3.63450 -3.12190
H 1.72899 -2.39055 -3.11703
H 3.38225 -1.92188 -3.30572
H 1.60904 -3.58266 -5.13073
H 2.18432 -2.06093 -6.94834
H 3.30589 -1.24083 -5.93042
H 0.33141 0.81803 -6.19326
H 1.03081 -0.19838 -7.49814
H 2.02938 0.80532 -6.45142
H 4.44268 -3.14825 -5.79898
H 3.98628 -4.49479 -5.11728
C -1.24286 -2.13684 3.96087
C 0.01317 -2.06315 4.55892
C 0.32295 -2.85677 5.66329
C -0.56331 -3.85367 6.05061
C -1.85520 -3.82128 5.57001
C -2.21407 -2.96425 4.51811
H -1.59147 -1.37866 3.26882
H 0.74627 -1.32835 4.25169
H 1.26501 -2.78691 6.19106
H -0.34860 -4.55342 6.84911
H -2.63181 -4.47836 5.94361
H -3.21285 -3.02041 4.11537
C 0.45430 2.78319 -3.92317
C 0.80188 3.91602 -3.18347
C -0.18191 4.79537 -2.75427
C -1.52465 4.54853 -3.03794
C -1.86348 3.33709 -3.62266
C -0.89276 2.50158 -4.14769
H 1.27077 2.16081 -4.26797
H 1.80388 4.21601 -2.89762
H 0.04567 5.66623 -2.15506
H -2.27419 5.21303 -2.63002
H -2.90478 3.04022 -3.68210
H -1.02743 1.55520 -4.65735
C -0.59768 -3.64807 -0.80688
C 0.76421 -3.64217 -0.53936
C 1.53418 -4.57306 -1.19274
C 0.94397 -5.43699 -2.11815
C -0.40223 -5.39903 -2.41025
C -1.20797 -4.48590 -1.73481
N 1.76653 -6.44669 -2.79610
O 1.36790 -7.57994 -2.82076
O 2.80073 -6.06197 -3.30234
H -1.24006 -2.94811 -0.28586
H 1.20123 -2.89230 0.10180
H 2.60537 -4.64977 -1.06105
H -0.87012 -6.05579 -3.13240
H -2.27447 -4.38378 -1.86709
C -6.07302 -2.32576 5.25541
C -5.45564 -1.68457 6.31682
C -4.60939 -0.62607 6.12266
C -4.20946 -0.31317 4.83341
C -4.73189 -0.99386 3.74077
C -5.71410 -1.94614 3.95396
N -3.18712 0.73804 4.63628
O -2.76182 1.27020 5.63881
O -2.75720 0.97663 3.51915
H -6.64542 -3.21693 5.47093
H -5.68173 -1.98835 7.33183
H -4.20548 -0.04134 6.93766
H -4.46053 -0.71610 2.73063
H -6.07808 -2.48047 3.08634
C -4.06233 1.00773 -1.40215
C -5.27151 0.42377 -1.79361
C -6.33658 0.37132 -0.91234
C -6.12849 0.77603 0.39786
C -4.97578 1.43664 0.77618
C -3.94927 1.59011 -0.15082
N -7.21719 0.45484 1.36349
O -7.25851 1.03990 2.42597
O -8.10466 -0.25600 0.95025
H -3.29533 1.15408 -2.15089
H -5.38079 0.13217 -2.82939
H -7.23484 -0.15692 -1.19376
H -4.82993 1.87338 1.75556
H -3.06441 2.14118 0.14226
C -4.14163 5.38129 4.01905
C -4.22828 6.44745 3.11960
C -3.50203 6.37083 1.93947
C -2.67170 5.27929 1.69083
C -2.62551 4.21975 2.57800
C -3.43490 4.23183 3.72197
N -1.82963 5.29989 0.50213
O -1.68052 6.35470 -0.08934
O -1.34446 4.24240 0.11823
H -4.81025 5.43367 4.87073
H -4.79701 7.35691 3.24016
H -3.51118 7.18577 1.22782
H -1.95840 3.39099 2.37756
H -3.39698 3.41779 4.42918
C 6.13638 1.02722 -2.45181
C 4.80479 0.80156 -2.16656
C 4.34533 -0.31116 -1.46406
C 5.28901 -1.14622 -0.88958
C 6.65242 -0.85586 -1.05825
C 7.07046 0.21269 -1.82546
N 4.89813 -2.23481 -0.00425
O 5.77148 -2.71548 0.69746
O 3.71216 -2.51103 0.10180
H 6.40424 1.94570 -2.95590
H 4.02343 1.43299 -2.57542
H 3.29650 -0.57420 -1.46423
H 7.41696 -1.43479 -0.55929
H 8.12089 0.47130 -1.80779
C 6.10530 -0.04179 2.82074
C 7.11736 0.70298 2.22909
C 6.80120 1.74416 1.36834
C 5.45791 2.05772 1.16792
C 4.45260 1.27065 1.71948
C 4.75456 0.18854 2.53420
N 5.05582 3.13635 0.24803
O 5.94252 3.79963 -0.24618
O 3.86954 3.25241 0.05302
H 6.44538 -0.77234 3.54479
H 8.13933 0.41135 2.42647
H 7.55141 2.30153 0.82546
H 3.40790 1.55130 1.64111
H 4.03264 -0.36738 3.11354

=====

The following is a quantum chemistry calculation of 8 unconnected molecules or ions with the total composition C56H65N3O4PS at a distorted geometry, from OMol25.

## Properties
DFT total energy in Ha: -3377.42345
Highest occupied orbital energy in eV: -10.653
Charge: +1
Lowest unoccupied orbital energy in eV: -3.1518

Positions of all 130 atoms, in Å:
C 7.34535 2.26826 1.68735
C 6.16917 2.44714 1.55931
C 4.74156 2.68597 1.38166
C 4.47395 3.77502 0.31864
C 3.98652 3.23786 -1.03396
C 2.82341 2.32688 -0.88680
C 1.74271 2.46364 -0.08036
N 0.90233 1.40925 -0.29287
C -0.38144 1.20483 0.41012
C -0.61764 2.17637 1.52979
O 0.26992 1.86868 2.60551
C -0.12639 2.42800 3.80172
C 0.97615 3.10690 4.54852
O -1.25908 2.33914 4.17440
C 1.43169 0.61232 -1.22247
P 0.69162 -0.89566 -1.94088
O 1.84855 -1.72876 -2.61062
O -0.17803 -0.32046 -3.16492
S -0.39659 -1.87968 -0.73293
N 2.60980 1.15755 -1.57681
N 3.48038 0.55021 -2.49237
C 4.66464 -0.03950 -1.81625
C 4.32867 -0.95051 -0.65022
H 8.37259 2.05291 1.85093
H 4.35723 3.02572 2.34261
H 4.26889 1.73920 1.12623
H 3.76772 4.52528 0.66983
H 5.40948 4.29198 0.12608
H 3.65058 4.08167 -1.64071
H 4.80778 2.79404 -1.59167
H 1.55976 3.25717 0.61780
H -1.19538 1.26426 -0.30990
H -0.37442 0.20182 0.82054
H -0.50397 3.22327 1.23750
H -1.65342 2.04165 1.83725
H 1.56296 3.71714 3.86564
H 1.63936 2.34733 4.96175
H 0.53566 3.69187 5.34593
H 2.44756 -1.18952 -3.15824
H 0.37027 -0.24587 -3.96183
H 3.77250 1.25710 -3.15894
H 5.21117 -0.59264 -2.57695
H 5.34488 0.73402 -1.45357
H 3.74384 -1.81847 -0.93483
H 3.84653 -0.40359 0.15926
H 5.27122 -1.31290 -0.24530
C 1.96228 8.54564 1.52887
C 2.49596 7.27495 1.68538
C 1.75555 6.28494 2.31742
C 0.47791 6.56013 2.78571
C -0.05715 7.83048 2.62489
C 0.68594 8.82241 1.99980
H 2.53998 9.31982 1.04174
H 3.49287 7.05962 1.32023
H 2.17879 5.29407 2.45201
H -0.09982 5.78952 3.28229
H -1.05151 8.04860 2.99099
H 0.27007 9.81398 1.88103
C -0.25016 -0.05165 7.94798
C 0.22370 -1.02635 8.81415
C 0.91601 -2.12109 8.31569
C 1.13641 -2.24076 6.95082
C 0.66235 -1.26511 6.08316
C -0.03242 -0.16969 6.58160
H -0.79172 0.80081 8.33745
H 0.05366 -0.93298 9.87873
H 1.28306 -2.88229 8.99173
H 1.67786 -3.09346 6.56184
H 0.83568 -1.36145 5.01801
H -0.41162 0.59274 5.91375
C -0.36190 -3.85736 3.61097
C 0.09480 -4.80905 4.51062
C 0.78020 -5.92573 4.05119
C 1.01571 -6.08653 2.69170
C 0.56557 -5.13016 1.79151
C -0.12465 -4.01875 2.25412
H -0.90008 -2.98835 3.96852
H -0.08619 -4.68039 5.56985
H 1.13159 -6.67131 4.75253
H 1.55159 -6.95653 2.33485
H 0.75271 -5.25069 0.73138
H -0.47617 -3.26856 1.56134
C 0.08994 -5.68001 -3.30438
C 0.41547 -6.78329 -4.08169
C 0.89945 -6.60796 -5.37190
C 1.06913 -5.32763 -5.88025
C 0.75038 -4.22650 -5.10009
C 0.25624 -4.40058 -3.81546
H -0.29791 -5.81718 -2.30288
H 0.28422 -7.78138 -3.68474
H 1.13878 -7.46913 -5.98217
H 1.44025 -5.18659 -6.88710
H 0.87722 -3.22855 -5.50464
H 0.00424 -3.53604 -3.21737
C -3.67800 -0.51182 -4.17582
C -4.85833 0.02502 -4.67059
C -5.71173 0.72309 -3.82661
C -5.38431 0.88710 -2.48805
C -4.20363 0.34890 -1.99423
C -3.34977 -0.35059 -2.83684
H -3.01410 -1.06009 -4.83355
H -5.11615 -0.10225 -5.71405
H -6.63449 1.13640 -4.21189
H -6.05104 1.43010 -1.83041
H -3.95243 0.47045 -0.94629
H -2.43171 -0.76498 -2.45046
C -6.96656 1.54959 2.91913
C -6.73513 2.10160 4.17145
C -5.45447 2.49773 4.53179
C -4.40052 2.34815 3.64023
C -4.63817 1.79677 2.38744
C -5.91646 1.39489 2.02568
H -7.96461 1.23817 2.64020
H -7.55466 2.22157 4.86790
H -5.27584 2.92184 5.51142
H -3.40402 2.65903 3.91966
H -3.82168 1.67323 1.68447
H -6.09528 0.95940 1.05033
C -2.57624 -2.62264 -8.34956
C -2.14230 -3.64809 -7.52084
C -1.50820 -4.75786 -8.06309
C -1.30395 -4.83974 -9.43329
C -1.73590 -3.81262 -10.26210
C -2.37387 -2.70536 -9.72092
H -3.07744 -1.75972 -7.92857
H -2.29963 -3.58764 -6.45063
H -1.17914 -5.55827 -7.41516
H -0.80889 -5.70446 -9.85641
H -1.57768 -3.87671 -11.33080
H -2.71662 -1.90845 -10.36816

=====

The following is a quantum chemistry calculation of a molecular structure, C56H66AsCsOP2S at a distorted geometry, from OMol25.

## Properties
ΔE to the lowest compared entry with this formula, charge and spin in kJ/mol: 131.9
DFT total energy in Ha: -5585.48017
Highest occupied orbital energy in eV: -5.229
Lowest unoccupied orbital energy in eV: -0.2713

Positions of all 128 atoms, in Å:
Cs -0.06689 -0.10513 0.09641
C -3.24360 -1.42228 2.15808
C -2.65070 -0.78888 3.26644
C -1.53994 -1.60879 3.67364
C -1.51872 -2.71247 2.78663
C -2.56746 -2.62043 1.86661
C -3.05688 -3.69392 0.91962
C -4.38175 -4.27203 1.44704
C -2.04322 -4.83420 0.81773
C -3.30384 -3.12109 -0.48349
C -0.62428 -1.67054 4.90842
C 0.77296 -2.18059 4.50290
C -0.36714 -0.37663 5.68798
C -1.22068 -2.68156 5.91059
C -3.26968 0.46769 3.87499
C -4.43943 0.97087 3.01328
C -2.29044 1.64579 3.94386
C -3.85947 0.16453 5.26378
H -4.13375 -1.09732 1.63597
H -0.83999 -3.55210 2.85013
H -4.24403 -4.65386 2.45982
H -4.73835 -5.08856 0.80830
H -5.14699 -3.49526 1.48100
H -1.91427 -5.31878 1.78699
H -1.07423 -4.45025 0.49125
H -2.38723 -5.59045 0.10544
H -4.00053 -2.28284 -0.43614
H -3.72534 -3.88513 -1.14691
H -2.36177 -2.76448 -0.90828
H 1.18372 -1.57505 3.69032
H 0.74364 -3.21795 4.17199
H 1.45637 -2.12889 5.35853
H 0.10171 0.38168 5.06237
H 0.31756 -0.59456 6.51379
H -1.27181 0.03534 6.12710
H -1.38067 -3.64965 5.43505
H -2.18795 -2.32966 6.27252
H -0.55686 -2.82151 6.77267
H -4.10353 1.21840 2.00325
H -4.85967 1.87377 3.46593
H -5.23334 0.22694 2.94514
H -1.84030 1.78682 2.95893
H -1.49285 1.50093 4.66502
H -2.81812 2.56819 4.21051
H -4.67371 -0.55506 5.16021
H -4.25219 1.07308 5.73409
H -3.11891 -0.27576 5.92592
O 1.56515 1.47285 -0.97184
S 2.35880 2.36437 -0.07542
C 4.02848 2.41069 -0.75572
C 4.83491 3.51199 -0.48377
C 6.13530 3.55449 -0.95182
C 6.63447 2.48683 -1.68176
C 5.85650 1.35751 -1.88150
C 4.55181 1.27767 -1.39546
P 3.59613 -0.30447 -1.37892
C 4.81330 -1.42345 -2.19789
C 4.83679 -1.38094 -3.59419
C 5.64949 -2.23478 -4.32021
C 6.44092 -3.16454 -3.65875
C 6.42286 -3.21996 -2.27397
C 5.61700 -2.35353 -1.54608
C 3.90952 -0.74872 0.38400
C 3.22928 -1.86889 0.86861
C 3.46946 -2.35540 2.14416
C 4.38096 -1.71234 2.96840
C 5.05140 -0.59105 2.50589
C 4.82395 -0.11329 1.22278
C 1.84162 4.05742 -0.40488
C 2.29345 4.85786 -1.44273
C 1.81843 6.15274 -1.56155
C 0.89675 6.64195 -0.64601
C 0.40470 5.82454 0.36084
C 0.86003 4.51739 0.49129
P 0.13044 3.24710 1.60535
C -1.05158 4.26522 2.56283
C -0.82626 4.72996 3.85201
C -1.81739 5.43966 4.51696
C -3.03561 5.68305 3.90218
C -3.26817 5.22207 2.61282
C -2.28276 4.50978 1.95148
C 1.48558 2.97746 2.81228
C 2.47933 3.91087 3.09760
C 3.53553 3.56561 3.92838
C 3.60277 2.29489 4.48407
C 2.60694 1.36607 4.21598
C 1.55992 1.70680 3.37622
H 4.44189 4.34309 0.08657
H 6.75656 4.41628 -0.74600
H 7.64682 2.51725 -2.06314
H 6.28285 0.50662 -2.39309
H 4.20548 -0.66533 -4.11288
H 5.65949 -2.18669 -5.40187
H 7.06677 -3.84525 -4.22141
H 7.04370 -3.93889 -1.75411
H 5.62274 -2.40625 -0.46506
H 2.51869 -2.38328 0.22600
H 2.94464 -3.23575 2.49177
H 4.56550 -2.08690 3.96738
H 5.76602 -0.08531 3.14327
H 5.38288 0.74930 0.88455
H 3.01056 4.47635 -2.15714
H 2.17452 6.78451 -2.36455
H 0.54532 7.66215 -0.73045
H -0.34429 6.20217 1.04339
H 0.11651 4.52907 4.34469
H -1.64023 5.79830 5.52273
H -3.81381 6.21739 4.43189
H -4.22015 5.40500 2.13145
H -2.46539 4.12522 0.95308
H 2.42758 4.90537 2.66846
H 4.30963 4.29164 4.14569
H 4.42841 2.02823 5.13194
H 2.64810 0.37987 4.66147
H 0.77657 0.98781 3.15957
C -0.06170 -5.12305 -2.02713
As 0.16970 -3.17597 -2.04759
C 1.86880 -3.19013 -3.02496
C -0.97626 -2.82019 -3.60173
H 0.22667 -5.54252 -2.99194
H -1.09819 -5.38197 -1.82026
H 0.55917 -5.56263 -1.24703
H 1.78577 -3.80973 -3.91948
H 2.67014 -3.58347 -2.39818
H 2.13724 -2.17768 -3.32010
H -0.69799 -3.47374 -4.42918
H -0.86749 -1.78233 -3.91752
H -2.01999 -2.99517 -3.34376